[1]
DFT (the ωB97M-V functional and the def2-TZVPD basis) results for a molecular structure, C29H36GdN6O3PSSi at a distorted geometry.

Last column: Mulliken spin population.
Cartesian coordinates (Å):
C (-0.30983, -4.55790, -0.51080)  0.00
H (3.88225, -2.67597, -0.52488)  0.00
C (-0.98927, 0.05509, 3.41120)  0.00
C (-0.95991, -3.23872, -0.75336)  -0.02
H (2.75051, 3.19917, 2.06082)  0.00
Si (0.40489, 3.86357, 2.41608)  0.00
H (-1.48920, -1.53765, 2.06296)  0.00
C (2.44590, -0.50956, -0.17573)  0.00
N (-2.69483, -1.84884, -0.70338)  -0.01
C (-5.76818, -0.16705, 0.23441)  0.00
H (-1.81934, 4.77304, 1.85870)  0.00
N (4.16856, -1.67944, -2.34080)  0.00
C (-0.42399, -6.95478, -0.31105)  0.00
C (1.68305, -5.82964, -0.02529)  0.00
H (5.61457, 0.50821, -0.51150)  0.00
C (-0.22531, 2.08769, 2.30984)  0.00
C (1.05809, -4.61193, -0.26118)  0.00
H (5.45251, -1.88022, -0.71893)  0.00
H (-3.06837, 4.49798, -2.21592)  0.00
C (-0.52660, 1.37275, 3.45884)  0.00
C (-1.13433, -0.51973, 2.18000)  0.00
C (-4.00284, 0.75543, -1.19264)  -0.02
H (-1.00300, -7.87097, -0.33798)  0.00
H (2.08276, 3.96199, 0.60074)  0.00
H (1.42693, -7.95769, 0.12225)  0.00
H (1.62469, -3.68921, -0.24666)  0.00
N (-2.21572, -3.14030, -0.45109)  0.00
N (3.90555, -0.61774, -0.14128)  0.00
H (-0.66207, 5.08677, 0.55500)  0.00
H (2.80070, 1.23023, -3.49302)  0.00
H (-2.67361, 3.31768, -0.94783)  0.00
N (4.33062, 0.76425, -2.12710)  0.00
H (2.56179, 4.96038, 1.99377)  0.00
C (2.10926, 4.00846, 1.69399)  0.00
C (4.79144, -0.44180, -2.81852)  0.00
C (-1.04967, -5.73619, -0.53414)  0.00
H (-2.11338, -5.68276, -0.72755)  0.00
H (-0.41020, 1.84958, 4.42842)  0.00
C (4.54095, 0.58520, -0.68875)  0.00
C (4.38110, -1.77863, -0.89681)  0.00
P (1.77512, -0.32752, -1.90813)  -0.05
C (-0.39701, 1.41155, 1.07111)  -0.03
H (-0.45146, 4.18238, 4.73456)  0.00
H (0.89636, 5.27096, 4.37551)  0.00
H (1.99783, -1.38851, 0.28718)  0.00
C (-6.50471, 0.98613, 0.11930)  0.00
H (-6.13827, -1.00348, 0.82149)  0.00
C (2.73784, -1.72064, -2.67031)  0.00
H (2.61569, -1.67791, -3.75310)  0.00
C (-4.52595, -0.29676, -0.40566)  0.02
H (2.60786, 1.95026, -1.89995)  0.00
H (2.74758, -5.86307, 0.17673)  0.00
C (-3.05087, 3.44003, -1.96203)  0.00
H (2.30170, -2.66116, -2.33423)  0.00
C (-4.77410, 1.92810, -1.29096)  -0.01
O (-4.39856, 2.97235, -2.07541)  0.00
H (2.13313, 0.36298, 0.39430)  0.00
H (5.86904, -0.52572, -2.67292)  0.00
C (0.52411, 4.24889, 4.23799)  0.00
H (4.59396, -0.33659, -3.88681)  0.00
O (-0.21424, -2.26401, -1.22309)  -0.07
Gd (-1.07444, -0.29102, -1.27368)  7.38
C (-0.78380, 5.05665, 1.64042)  0.00
H (-7.46268, 1.08703, 0.61233)  0.00
H (-0.61473, 6.06253, 2.04240)  0.00
S (-0.03132, 2.12885, -0.47634)  -0.04
C (2.91780, 1.04654, -2.42352)  0.00
H (-1.22639, -0.50209, 4.30847)  0.00
N (-0.84305, 0.13445, 1.04426)  -0.08
H (1.21854, 3.57280, 4.75076)  0.00
H (4.16087, 1.46153, -0.15889)  0.00
C (-5.99137, 2.03226, -0.64900)  0.00
H (-2.38973, 2.91007, -2.63981)  0.00
H (-6.53974, 2.95958, -0.77392)  0.00
H (-4.39036, -2.36396, 0.28343)  0.00
C (0.94168, -7.00456, -0.05417)  0.00
C (-3.85885, -1.58025, -0.25166)  -0.02
O (-2.85404, 0.65056, -1.84755)  -0.04

## Properties
- relative energy (zero: lowest compared OMol25 entry of this formula, charge and spin) (kJ/mol) = 0.0
- Kohn-Sham gap (alpha / beta) (eV) = 7.40 / 7.95
- charge = 0
- 2S+1 = 8
- HOMO (alpha / beta) (hartree) = -0.290 / -0.290

---

[2]
DFT (the ωB97M-V functional and the def2-TZVPD basis) results for a molecular structure, C29H37BN7O2RbSi.

Last column: Löwdin charge in e.
Cartesian coordinates (Å):
C (4.92605, -4.56868, -2.47782)  -0.12
C (0.07486, 5.95763, -1.06645)  -0.04
H (4.14818, -2.91397, -1.36496)  0.07
H (4.32785, -4.34326, -3.35451)  0.09
H (-3.43619, -0.35323, 0.66801)  0.07
C (-0.02069, 0.37421, -4.41694)  -0.84
H (-0.13168, -1.11370, 1.14797)  0.08
C (-4.12747, 0.87567, -0.95751)  -0.30
H (2.98209, -6.98502, 2.94242)  0.09
H (-5.01528, 0.38045, 0.93058)  0.08
H (0.95706, 0.24548, 1.37244)  0.08
C (-3.82491, 2.44580, 3.61289)  -0.04
O (0.29690, 1.56746, -4.62835)  -0.13
H (-2.39492, 7.44826, -0.15090)  0.09
H (-0.04342, 6.33582, -2.08434)  0.07
N (-2.61691, 2.01455, 1.46193)  0.00
C (3.54166, -6.10904, 3.25499)  -0.12
H (7.04756, -5.33032, 0.63772)  0.09
C (-1.24052, 5.55543, -0.48067)  -0.37
C (-2.32139, 6.37331, -0.10145)  -0.01
C (-3.93597, 1.89879, -2.90894)  -0.40
C (-4.36708, -0.06936, 0.17491)  -0.01
C (4.83084, -3.75775, -1.34938)  -0.14
Rb (-0.79327, 1.68544, -1.87505)  0.90
H (-4.82508, 2.16511, 3.27809)  0.07
C (0.11098, -0.28312, 1.81275)  -0.03
C (-4.23498, 0.65758, -2.31611)  -0.01
H (5.84203, -6.30679, -3.35116)  0.08
C (-1.06263, 0.62687, 1.99837)  -0.37
H (1.54231, -1.63179, -2.28220)  0.06
H (-4.81556, 5.42527, 1.85617)  0.07
H (-4.51500, 3.15150, 1.13409)  0.11
H (0.43576, -0.69899, 2.76550)  0.07
C (-2.76509, 1.79660, 2.78444)  -0.30
H (1.13154, -1.43488, -4.73296)  0.10
H (-4.45790, -0.27314, -2.81224)  0.11
H (-2.98801, 1.68143, -4.80231)  0.06
C (4.96439, -3.87807, 4.02155)  -0.16
H (-4.82480, 6.86730, 0.82852)  0.07
H (3.32165, -6.52965, 5.35719)  0.08
N (-1.52798, 4.28079, -0.27971)  0.08
C (6.52601, -5.93515, -1.33840)  -0.13
H (-4.85083, -0.97067, -0.20161)  0.08
H (4.59160, -4.51232, 6.04254)  0.08
H (5.53671, -3.00902, 4.33404)  0.07
C (-1.78303, 0.90730, 3.17435)  0.00
C (4.79018, -4.09680, 2.65036)  -0.39
H (-5.41764, 5.31822, 0.20756)  0.08
H (0.55261, 6.74038, -0.47367)  0.07
H (-3.65421, 3.29775, -4.48263)  0.07
B (-3.48475, 2.91415, 0.54557)  -0.54
H (2.06093, -0.08112, -4.04641)  0.10
H (3.88771, -5.45971, 1.25380)  0.09
C (5.77159, -5.66760, -2.47820)  -0.14
N (-2.78107, 4.24700, 0.23636)  0.00
N (-3.76772, 2.16765, -0.78272)  -0.02
Si (5.56090, -2.84249, 1.36958)  0.52
C (6.43211, -5.10721, -0.23044)  -0.16
H (-3.70800, 2.14047, 4.65280)  0.07
H (-4.73602, 1.95476, -4.90167)  0.07
C (5.57510, -3.99653, -0.19128)  -0.43
C (4.43793, -4.72737, 4.98984)  -0.13
C (-3.82603, 2.22821, -4.36192)  -0.04
N (0.82063, -1.01708, -2.63850)  -0.03
C (4.06066, -5.24225, 2.30259)  -0.12
H (4.23512, -2.14485, 1.03737)  -0.12
H (-0.05604, -1.52753, -2.64116)  0.06
C (1.10411, -0.60001, -4.01963)  -0.22
N (-3.66812, 2.80516, -1.97825)  0.08
H (-3.76057, 3.53416, 3.56315)  0.07
H (0.74371, 5.09848, -1.10153)  0.07
C (-3.28526, 5.49260, 0.34315)  -0.30
O (-1.18156, -0.10196, -4.35446)  -0.11
C (3.72592, -5.85558, 4.60988)  -0.14
H (7.19432, -6.79041, -1.32012)  0.08
C (-4.66280, 5.78907, 0.83891)  -0.04
N (-1.57069, 1.30025, 0.97869)  0.04
H (-1.60851, 0.52004, 4.16548)  0.10

## Properties
- relative energy (zero: lowest compared OMol25 entry of this formula, charge and spin) (kJ/mol) = 7.2
- Kohn-Sham gap (eV) = 5.06
- charge = -2
- 2S+1 = 1
- HOMO (hartree) = -0.047

---

[3]
DFT (the ωB97M-V functional and the def2-TZVPD basis) results for a molecular structure, C29H37CuFN7OPSi.

Last column: Mulliken spin population.
Cartesian coordinates (Å):
C (-4.16824, -1.05321, -2.84807)  0.01
H (1.20972, -0.24159, 4.75474)  0.00
H (1.87123, 1.39406, 4.59707)  0.00
C (0.62847, 3.40976, -0.22082)  0.00
H (1.86513, -0.53600, -4.02944)  0.00
H (3.20864, -1.69753, -4.07419)  0.00
N (-1.45209, 1.47861, -0.81882)  0.07
Cu (-0.83498, 0.61650, 0.81191)  0.70
C (-3.32684, -0.22293, -3.57257)  -0.01
H (-1.07432, -6.37353, 0.74903)  0.00
H (0.46553, 3.05287, 0.79795)  0.00
H (0.29471, 2.17159, -3.50327)  0.00
H (2.13899, -5.63377, 3.47994)  0.00
H (-4.78132, -1.60959, -0.85177)  0.00
H (0.72123, -7.22212, 2.22304)  0.00
H (-2.86376, 4.13984, -0.50530)  0.00
C (-0.66427, -4.31552, 1.18140)  0.00
C (-0.14614, -1.96367, 1.76390)  0.00
H (1.74004, -3.19521, 3.27863)  0.00
H (-1.43632, -3.92422, 0.53153)  0.00
H (2.15314, -2.09919, 0.73135)  0.00
C (0.12251, 0.99344, 3.43309)  0.02
C (2.62936, -1.35054, 0.09760)  0.01
H (-3.20016, 2.91308, 1.24648)  0.00
H (-0.89308, 3.42803, -3.83196)  0.00
C (-2.15220, 4.31621, -1.31089)  0.00
H (0.09071, -2.19427, -1.37093)  0.00
H (0.79131, 4.48882, -0.17258)  0.00
H (-4.85129, -1.72482, -3.34932)  0.00
C (-0.12009, 3.10917, -3.13002)  0.00
H (1.94115, 1.28002, -2.47389)  0.00
H (3.15691, 1.30003, -1.20225)  0.00
C (-1.48018, 4.38825, 3.75011)  0.00
C (0.55332, -6.15678, 2.12954)  0.00
H (4.87119, -1.65274, -2.36360)  0.00
N (3.44646, -2.03249, -0.90300)  0.00
C (-2.34384, 0.69100, -1.52755)  0.01
C (2.53549, -1.14242, -3.41665)  0.00
C (-2.45385, 4.24844, 2.77434)  0.00
H (-1.41667, 5.29801, 4.33274)  0.00
C (2.62677, -2.86519, -1.78258)  0.00
H (4.78413, -0.43759, -1.07290)  0.00
N (0.37578, -1.18354, 2.72173)  0.00
F (-3.27521, -0.05516, 0.51453)  0.00
C (-2.43777, 0.62550, -2.93008)  0.01
Si (-0.80942, 2.98204, -1.36635)  0.00
H (3.27726, -0.74695, 0.73933)  0.00
C (1.13147, -3.90158, 2.73116)  0.00
C (-3.25489, -0.13354, -0.84746)  0.00
C (0.95018, 0.80970, 4.66317)  0.00
C (-0.45309, -5.68026, 1.30124)  0.00
C (-0.68789, 2.20152, 3.20592)  -0.02
N (-0.05515, 0.07609, 2.54890)  0.08
C (2.51279, 0.64477, -1.79596)  0.02
H (-2.71021, 4.33404, -2.24927)  0.00
H (0.68083, 3.85245, -3.15950)  0.00
C (-0.59014, 3.35087, 3.98014)  0.00
N (3.34754, -0.25932, -2.58107)  0.00
P (1.32240, -0.22765, -0.63843)  0.01
C (0.11943, -3.42082, 1.90292)  0.00
C (4.19187, -1.08496, -1.72341)  0.00
H (1.54822, 2.94760, -0.58622)  0.00
H (2.02578, -3.54264, -1.17240)  0.00
H (0.17243, 3.42615, 4.74263)  0.00
H (3.29822, -3.45755, -2.40885)  0.00
C (1.34896, -5.26543, 2.83817)  0.00
H (0.00634, -0.92296, -2.58589)  0.00
H (0.40718, 1.12982, 5.55348)  0.00
C (-2.47260, 3.07757, 2.03143)  0.00
H (-3.35018, -0.24013, -4.65511)  0.00
C (-4.13005, -0.99600, -1.46074)  -0.01
N (-1.61041, 2.09412, 2.23217)  0.03
N (1.74223, -2.10103, -2.65753)  0.00
H (-1.71484, 5.30840, -1.16860)  0.00
H (-3.17697, 5.02846, 2.58455)  0.00
O (-0.81250, -1.55203, 0.78045)  0.01
C (0.67929, -1.44572, -1.90110)  0.00
H (-1.78333, 1.25538, -3.51595)  0.00

## Properties
- relative energy (zero: lowest compared OMol25 entry of this formula, charge and spin) (kJ/mol) = 0.0
- Kohn-Sham gap (alpha / beta) (eV) = 6.69 / 6.56
- charge = 0
- 2S+1 = 2
- HOMO (alpha / beta) (hartree) = -0.262 / -0.264